[1]
22
Properties=species:S:1:pos:R:3:forces:R:3 method="wB97M-V/def2-TZVPD" homo_energy_ev=-3.123 lumo_energy_ev=3.659 gap_ev=6.783 total_charge=-1 e_above_lowest_ev=1.5406
O 1.246434 -3.556283 0.495193 0.04 -0.09 -0.37
O -0.453692 -2.484896 -1.134579 0.00 -0.36 0.53
N -1.650011 -0.596998 -0.153407 -0.36 -1.87 0.20
C -0.534349 1.661336 -0.085573 0.35 2.14 -2.81
C 1.552917 2.115963 1.404874 1.17 -3.84 1.29
C -1.679259 -1.941848 -0.988405 1.91 0.50 -1.04
C 0.976866 2.122241 0.020418 -1.87 1.40 -0.07
C -0.581110 0.224928 -0.619976 1.78 0.28 -0.23
H 0.447555 -0.155031 -0.417615 -0.67 -0.51 0.28
H -1.924719 -1.798865 -2.098155 -1.24 0.89 1.33
H 0.815645 -3.145577 -0.326223 -0.24 0.01 0.81
H 1.113164 3.122643 -0.413125 -0.28 0.07 0.12
H -1.336304 -0.950374 0.788233 -0.55 0.40 -1.12
H -2.420693 -2.566414 -0.453524 -0.17 0.12 -0.08
H 1.236728 1.173377 1.948047 0.17 0.03 -1.05
H 2.653117 1.912917 1.373320 -0.64 0.91 0.24
H -0.985275 2.360625 -0.917172 0.50 -1.15 1.46
H 1.239595 2.692765 2.253556 -0.07 1.82 -0.43
H 0.438987 -3.825657 0.948295 0.17 0.05 -0.04
H 1.509036 1.501957 -0.677453 0.58 -0.55 0.11
H -0.526657 0.241468 -1.722481 -0.57 0.07 0.22
H -1.137985 1.891733 0.775746 0.00 -0.32 0.65

***

[2]
22
Properties=species:S:1:pos:R:3:forces:R:3 method="wB97M-V/def2-TZVPD" homo_energy_ev=-3.598 lumo_energy_ev=3.635 gap_ev=7.232 total_charge=-1 e_above_lowest_ev=2.5751
O 1.143454 -3.995847 -1.204468 3.52 -0.40 0.00
O 1.819155 -1.644216 -1.178296 -1.64 -0.12 0.86
N 1.050127 1.331303 -1.745463 -0.02 -0.06 2.22
C 1.098068 -0.835345 -0.282264 1.06 2.43 -3.59
C -0.787528 1.254085 -0.090000 -0.88 -4.27 -2.03
C -1.189057 1.150303 2.402699 1.75 2.86 -1.30
C -1.421385 0.435616 1.080901 0.10 -0.60 -0.95
C 0.158576 0.383594 -1.095778 -0.29 -2.01 2.34
H -0.508389 -0.300694 -1.754635 1.12 1.52 0.46
H -0.761715 2.242229 2.215004 -0.75 -1.94 0.07
H -0.373585 0.731389 2.989148 -0.50 -0.43 0.33
H -2.071630 1.409996 2.898689 -1.31 -0.31 1.44
H 2.040173 1.180205 -1.585606 -0.27 -0.51 0.04
H 1.555308 -2.892066 -1.039883 0.35 -0.52 -1.05
H 0.338934 -3.632414 -1.019026 -4.06 0.75 0.60
H -0.238425 1.987771 0.375775 1.28 2.04 0.19
H 0.459383 -1.231047 0.482500 0.06 -0.87 0.35
H 1.937554 -0.241769 0.035049 -0.06 0.98 1.79
H -1.670113 1.567464 -0.705136 1.09 0.63 0.43
H -2.462625 0.342352 0.696055 0.29 -0.22 1.36
H 0.883273 1.351649 -2.681979 -0.26 0.12 -3.12
H -0.999553 -0.594557 1.206715 -0.58 0.93 -0.47

***

[3]
22
Properties=species:S:1:pos:R:3:forces:R:3 method="wB97M-V/def2-TZVPD" homo_energy_ev=-2.978 lumo_energy_ev=3.778 gap_ev=6.756 total_charge=-1 e_above_lowest_ev=1.2201
O -1.560569 -3.166522 -0.810990 -0.16 -0.72 0.81
O -1.348209 -0.984992 -2.031080 -0.62 -0.50 0.49
N 0.355324 1.561344 -0.232961 -1.86 0.22 0.43
C -0.310918 -0.152496 -2.118062 -0.62 0.97 2.50
C -0.594168 1.300288 -1.388660 1.95 -2.43 0.51
C 1.356219 -0.584606 1.716687 -2.48 0.05 0.46
C 0.871083 0.811924 2.030422 -0.95 -0.51 1.01
C -0.212038 1.290542 1.103202 -0.64 -0.37 -0.75
H -0.701469 2.221590 1.406597 -0.01 -0.16 0.51
H 0.666841 -0.511090 -1.642957 -0.42 0.11 -0.36
H 0.490046 -1.252109 1.704913 -0.17 0.02 -0.02
H -0.168182 0.046874 -3.134082 1.06 0.74 -2.12
H -1.508477 -2.198350 -1.095357 0.24 0.15 -0.72
H -0.971952 0.460514 1.163512 0.27 0.72 -0.63
H -1.643745 1.246947 -1.120915 0.01 0.09 0.57
H 1.195196 1.017560 -0.240769 0.20 -0.51 -1.03
H 1.952981 -0.958365 2.476981 1.53 -0.60 1.47
H 0.427102 0.689729 3.038308 0.24 0.56 -0.23
H 1.789891 -0.756214 0.799832 1.29 -0.01 -2.17
H 1.658907 1.520252 2.070771 0.97 0.77 0.18
H -0.458086 2.058981 -2.109745 0.18 1.13 -0.85
H -1.285774 -3.661806 -1.585648 -0.01 0.27 -0.05

***

[4]
22
Properties=species:S:1:pos:R:3:forces:R:3 method="wB97M-V/def2-TZVPD" homo_energy_ev="-9.434 / -9.410" lumo_energy_ev="0.847 / -2.311" gap_ev="10.281 / 7.098" s_squared=0.75 multiplicity=2 e_above_lowest_ev=1.3702
O 2.044462 1.015651 -2.133501 -1.12 -2.37 1.49
O 1.353607 -1.293634 -1.105140 -0.01 -0.93 0.74
N 1.137749 0.359680 2.231738 -0.36 -1.36 -0.84
C -1.584863 -0.150687 0.474163 1.21 -0.97 -3.18
C -2.629412 0.221467 -0.624977 -0.80 0.22 1.23
C 1.040567 0.144357 0.741020 1.31 2.26 0.96
C 1.455939 -1.256283 0.299491 -1.77 0.09 -1.08
C -0.295261 0.585233 0.010124 1.08 -2.28 0.81
H -0.566679 1.605750 0.108610 0.55 1.26 0.13
H 2.532002 -1.464263 0.411678 -0.17 -0.22 0.64
H 1.624247 0.109705 -1.705013 1.70 2.89 -1.71
H -2.628346 1.232784 -1.028050 0.03 0.52 0.85
H -3.628292 -0.052922 -0.295956 -0.27 0.24 -0.04
H -0.041855 0.384434 -1.053248 -0.87 0.34 0.62
H 1.182126 -0.543129 2.708914 -0.45 0.46 0.15
H -1.731081 -0.025109 1.530484 -0.81 0.54 0.29
H 1.889543 0.842088 0.526766 -0.93 -0.58 -1.34
H -1.494870 -1.246798 0.296730 0.27 0.46 0.52
H 0.732252 -2.034241 0.710518 1.31 0.47 -0.17
H 0.317958 0.874138 2.487522 -0.40 0.01 0.69
H -2.482148 -0.302028 -1.543039 0.56 -1.06 -0.40
H 1.772354 0.993807 -3.048834 -0.05 0.00 -0.36